Record 1
Entry from the OMol25 dataset: a 2-piece molecular cluster, C3H11N2O2 overall at a distorted geometry (the ωB97M-V functional and the def2-TZVPD basis).

Each atom is followed by the atoms it is bonded to, with distances in Å.
Atoms and positions in Å:
1 C 0.11 -1.05 -2.74  H8 1.078, H9 1.131, H10 1.049, H12 1.089
2 C 0.58 0.73 1.56  C3 1.483, O6 1.408, O7 1.419, H11 1.123
3 C -0.50 -0.18 1.11  C2 1.483, N4 1.245, N5 1.488
4 N -0.86 -1.33 1.43  C3 1.245, H13 1.075
5 N -1.50 0.57 0.32  C3 1.488, H14 1.057, H15 1.030, H16 1.020
6 O 0.75 1.64 0.50  C2 1.408, H17 1.056
7 O 1.70 -0.12 1.74  C2 1.419, H18 1.015
8 H 0.63 -1.18 -1.80  C1 1.078
9 H 0.14 -1.93 -3.45  C1 1.131
10 H -0.90 -0.98 -2.47  C1 1.049
11 H 0.41 1.24 2.55  C2 1.123
12 H 0.59 -0.29 -3.35  C1 1.089
13 H -0.28 -1.98 2.06  N4 1.075
14 H -1.27 0.24 -0.66  N5 1.057
15 H -2.49 0.34 0.53  N5 1.030
16 H -1.18 1.53 0.19  N5 1.020
17 H 1.63 2.22 0.52  O6 1.056
18 H 2.44 0.53 1.97  O7 1.015

Calculated values
charge = +1
HOMO level = -15.4 eV



Record 2
Entry from the OMol25 dataset: a 2-piece molecular cluster, C3H11N2OP overall at a distorted geometry (the ωB97M-V functional and the def2-TZVPD basis).

Each atom is followed by the atoms it is bonded to, with distances in Å.
Atoms and positions in Å:
1 C -2.43 0.47 -0.99  C3 1.552, H8 1.143, H9 1.029, H10 1.105
2 C 2.32 0.91 0.45  P7 1.883, H11 1.093, H12 1.139, H13 1.096
3 C -1.81 0.38 0.43  C1 1.552, N5 1.394, H14 1.094, H15 1.110
4 N 1.61 -2.23 0.39  H16 1.020, H17 1.033
5 N -0.46 0.13 0.68  C3 1.394, P7 1.673, H18 1.005
6 O 0.63 0.30 -1.75  P7 1.470
7 P 0.86 0.01 -0.33  C2 1.883, N5 1.673, O6 1.470
8 H -1.96 -0.20 -1.79  C1 1.143
9 H -3.36 0.05 -0.84  C1 1.029
10 H -2.66 1.42 -1.49  C1 1.105
11 H 2.89 1.57 -0.21  C2 1.093
12 H 1.99 1.48 1.39  C2 1.139
13 H 2.98 0.09 0.76  C2 1.096
14 H -2.16 1.28 0.96  C3 1.094
15 H -2.41 -0.42 0.91  C3 1.110
16 H 1.38 -2.78 -0.44  N4 1.020
17 H 2.64 -2.24 0.35  N4 1.033
18 H -0.04 -0.23 1.52  N5 1.005

Calculated values
charge = 0
HOMO level (alpha / beta) = -8.8 / -8.8 eV



Record 3
Entry from the OMol25 dataset: a 2-piece molecular cluster, C3H11N2S overall at a distorted geometry (the ωB97M-V functional and the def2-TZVPD basis).

Each atom is followed by the atoms it is bonded to, with distances in Å.
Atoms and positions in Å:
1 C -1.83 2.53 1.09  C2 1.512, H4 1.083, H5 1.095, H6 1.093
2 C -2.14 1.21 1.75  C1 1.512, S3 1.819, H7 1.091, H8 1.084
3 S -1.18 -0.16 1.02  C2 1.819, H9 1.337
4 H -1.98 2.45 0.02  C1 1.083
5 H -0.78 2.82 1.26  C1 1.095
6 H -2.42 3.35 1.51  C1 1.093
7 H -1.93 1.21 2.82  C2 1.091
8 H -3.19 0.93 1.72  C2 1.084
9 H -2.20 -0.98 0.75  S3 1.337
10 N 1.50 -2.03 -1.21  C11 1.309, H13 1.016, H14 1.014
11 C 2.40 -1.49 -1.99  N10 1.309, N12 1.308, H15 1.082
12 N 2.79 -0.24 -1.89  C11 1.308, H16 1.012, H17 1.016
13 H 1.36 -1.75 -0.24  N10 1.016
14 H 1.38 -3.03 -1.28  N10 1.014
15 H 2.86 -2.10 -2.76  C11 1.082
16 H 3.69 0.05 -2.25  N12 1.012
17 H 2.49 0.32 -1.10  N12 1.016

Calculated values
charge = +1
HOMO level = -12.0 eV



Record 4
Entry from the OMol25 dataset: a 2-piece molecular cluster, C3H11N2S overall at a distorted geometry (the ωB97M-V functional and the def2-TZVPD basis).

Each atom is followed by the atoms it is bonded to, with distances in Å.
Atoms and positions in Å:
1 C 0.82 -2.43 0.37  C2 1.535, H4 1.089, H5 1.103, H6 1.102
2 C 1.68 -1.61 1.34  C1 1.535, S3 1.891, H7 1.080, H8 1.073
3 S 1.56 0.20 0.79  C2 1.891, H9 1.348
4 H 0.70 -1.97 -0.61  C1 1.089
5 H 1.28 -3.36 0.01  C1 1.103
6 H -0.09 -2.85 0.82  C1 1.102
7 H 2.75 -1.75 1.23  C2 1.080
8 H 1.47 -1.63 2.39  C2 1.073
9 H 2.48 -0.11 -0.15  S3 1.348
10 N -0.87 0.93 -0.80  C11 1.316, H13 1.009, H14 1.004
11 C -1.88 1.37 -1.51  N10 1.316, N12 1.324, H15 1.104
12 N -3.06 1.59 -0.95  C11 1.324, H16 1.019, H17 1.016
13 H -1.00 0.44 0.07  N10 1.009
14 H 0.07 0.99 -1.16  N10 1.004
15 H -1.66 1.92 -2.44  C11 1.104
16 H -3.85 1.84 -1.54  N12 1.019
17 H -3.28 1.11 -0.08  N12 1.016

Calculated values
charge = +2
HOMO level (alpha / beta) = -19.7 / -19.7 eV
2S+1 = 2



Record 5
Entry from the OMol25 dataset: a 2-piece molecular cluster, C3H11N2S overall at a distorted geometry (the ωB97M-V functional and the def2-TZVPD basis).

Each atom is followed by the atoms it is bonded to, with distances in Å.
Atoms and positions in Å:
1 C -0.53 2.64 -1.16  C2 1.552, H4 1.082, H5 1.090, H6 1.091
2 C 0.78 2.00 -0.64  C1 1.552, S3 1.760, H7 1.112, H8 1.101
3 S 0.76 1.39 1.01  C2 1.760, H9 1.338
4 H -0.48 2.68 -2.24  C1 1.082
5 H -1.32 2.07 -0.68  C1 1.090
6 H -0.68 3.60 -0.66  C1 1.091
7 H 1.71 2.58 -0.82  C2 1.112
8 H 1.13 1.21 -1.32  C2 1.101
9 H 1.09 0.11 0.83  S3 1.338
10 N 0.13 -1.88 -0.71  C11 1.316, H13 1.017, H14 1.012
11 C -0.79 -2.73 -0.30  N10 1.316, N12 1.299, H15 1.087
12 N -1.25 -2.94 0.89  C11 1.299, H16 1.013, H17 1.012
13 H 0.66 -1.16 -0.22  N10 1.017
14 H 0.31 -1.83 -1.70  N10 1.012
15 H -1.11 -3.39 -1.10  C11 1.087
16 H -2.04 -3.55 1.05  N12 1.013
17 H -0.73 -2.65 1.71  N12 1.012

Calculated values
charge = +2
HOMO level (alpha / beta) = -19.8 / -19.8 eV
2S+1 = 2



Record 6
Entry from the OMol25 dataset: a 2-piece molecular cluster, C3H11N2S2 overall (the ωB97M-V functional and the def2-TZVPD basis).

Each atom is followed by the atoms it is bonded to, with distances in Å.
Atoms and positions in Å:
1 C -2.24 -0.89 0.78  S2 1.822, H4 1.084, H5 1.084, H6 1.080
2 S -0.56 -1.55 0.54  C1 1.822, S3 2.052
3 S -0.38 -1.59 -1.50  S2 2.052, H7 1.344
4 H -2.22 0.19 0.77  C1 1.084
5 H -2.60 -1.23 1.75  C1 1.084
6 H -2.88 -1.26 0.00  C1 1.080
7 H -0.87 -2.82 -1.74  S3 1.344
8 C 0.77 1.57 2.08  N11 1.462, H12 1.085, H13 1.084, H14 1.087
9 N 1.47 2.25 -1.47  C10 1.329, H15 1.014, H16 1.009
10 C 1.30 2.38 -0.16  N9 1.329, N11 1.294, H17 1.085
11 N 0.89 1.44 0.63  C8 1.462, C10 1.294, H18 1.023
12 H -0.24 1.32 2.38  C8 1.085
13 H 1.01 2.58 2.38  C8 1.084
14 H 1.46 0.88 2.56  C8 1.087
15 H 1.13 1.42 -1.94  N9 1.014
16 H 1.46 3.09 -2.02  N9 1.009
17 H 1.60 3.32 0.28  C10 1.085
18 H 0.59 0.55 0.22  N11 1.023

Calculated values
charge = +1
HOMO level = -12.9 eV



| no. | E (hartree) |
| --- | --- |
| 1 | -380.5838 |
| 2 | -646.9515 |
| 3 | -628.3551 |
| 4 | -627.8744 |
| 5 | -627.8698 |
| 6 | -1026.5618 |